{
  "formula": "C25H22N2O4",
  "method": "the ωB97M-V functional and the def2-TZVPD basis",
  "species": ["C", "C", "O", "C", "C", "C", "C", "C", "C", "C", "N", "C", "C", "C", "C", "C", "C", "H", "H", "H", "H", "H", "O", "C", "C", "C", "O", "N", "C", "O", "C", "C", "C", "C", "C", "C", "H", "H", "H", "H", "H", "H", "H", "H", "H", "H", "H", "H", "H", "H", "H", "H", "H"],
  "xyz": [[3.73434, -1.99806, 2.42748], [3.83371, -0.47765, 2.41783], [2.57336, 0.13561, 2.21922], [1.60240, 0.00871, 3.16732], [1.87375, -0.20406, 4.51684], [0.85434, -0.25679, 5.44791], [-0.45907, -0.09534, 5.04930], [-0.73654, 0.10827, 3.71075], [0.26926, 0.15939, 2.75539], [-0.15313, 0.29260, 1.31087], [-0.14858, -1.01995, 0.66634], [-1.18182, -1.36690, -0.21537], [-0.90431, -2.16071, -1.32831], [-1.91873, -2.54948, -2.18187], [-3.22714, -2.16833, -1.93870], [-3.51263, -1.41435, -0.81369], [-2.50629, -1.02114, 0.04815], [-2.76518, -0.45686, 0.93044], [-4.53149, -1.12729, -0.59937], [-4.01757, -2.46606, -2.61049], [-1.67941, -3.15464, -3.04409], [0.11201, -2.46605, -1.52294], [1.14343, -1.17009, 0.13192], [1.52468, 0.08670, -0.40984], [0.76693, 1.14152, 0.39482], [-0.08908, 1.87743, -0.61600], [-0.83793, 2.78971, -0.39420], [0.09575, 1.28050, -1.85294], [1.03627, 0.26484, -1.85252], [1.40284, -0.34516, -2.81796], [-0.62297, 1.66983, -3.01716], [-0.71178, 3.01179, -3.35743], [-1.42044, 3.37798, -4.48777], [-2.02656, 2.41353, -5.27499], [-1.93072, 1.07624, -4.92836], [-1.23280, 0.69705, -3.79620], [-1.16085, -0.34170, -3.51506], [-2.40461, 0.32206, -5.53810], [-2.57477, 2.70462, -6.15845], [-1.49477, 4.42133, -4.75484], [-0.23823, 3.75823, -2.73959], [1.38663, 1.82786, 0.96657], [2.61283, 0.13303, -0.36183], [-1.16178, 0.71047, 1.29415], [-1.76281, 0.22469, 3.39482], [-1.26023, -0.13250, 5.77071], [1.09337, -0.42207, 6.48778], [2.89186, -0.32404, 4.85192], [4.42721, -0.14500, 1.56134], [4.31748, -0.10413, 3.32888], [3.18586, -2.34250, 3.30114], [4.72938, -2.43382, 2.43871], [3.20453, -2.32938, 1.53745]],
  "charge": 0,
  "multiplicity": 1,
  "lumo_energy_ev": 0.7061,
  "e_above_lowest_kj_mol": 230.0
}

{
  "formula": "C25H22N3O2S4SbSc",
  "method": "the ωB97M-V functional and the def2-TZVPD basis",
  "species": ["Sc", "O", "C", "S", "C", "C", "S", "S", "S", "C", "C", "C", "C", "C", "C", "Sb", "C", "C", "C", "C", "C", "C", "C", "C", "C", "C", "C", "C", "H", "H", "H", "H", "H", "H", "H", "H", "H", "H", "H", "H", "H", "H", "H", "C", "N", "C", "C", "O", "N", "C", "N", "H", "H", "H", "H", "H", "H", "H"],
  "xyz": [[0.31155, 0.65553, -2.17259], [-4.98272, 2.20707, -5.81768], [-3.90013, 2.11032, -5.31160], [-3.37806, 3.07381, -3.90072], [-1.80877, 2.31177, -3.70424], [-1.47858, 1.35860, -4.58408], [0.00103, 0.40154, -4.59235], [-2.65208, 0.96260, -5.82784], [-0.86559, 2.83281, -2.31970], [3.42074, 3.05704, 4.43229], [2.89967, 3.85609, 3.42435], [2.26190, 3.27153, 2.33409], [2.15305, 1.88171, 2.26337], [2.66194, 1.08071, 3.28285], [3.30055, 1.67310, 4.36405], [1.17387, 1.02721, 0.61129], [-0.04671, -0.39612, 1.61278], [-1.36847, -0.00805, 1.84649], [-2.23569, -0.85268, 2.53627], [-1.78834, -2.09309, 2.98301], [-0.47547, -2.48738, 2.74137], [0.39357, -1.64136, 2.06080], [2.75726, -0.11858, -0.25840], [3.62721, -0.95918, 0.43061], [4.66983, -1.59018, -0.23832], [4.85865, -1.39414, -1.60337], [4.00843, -0.55795, -2.30794], [2.97734, 0.06500, -1.62537], [3.91928, 3.51327, 5.28074], [2.98594, 4.93438, 3.48386], [1.86118, 3.90094, 1.54899], [2.54563, 0.00247, 3.25792], [3.69955, 1.05288, 5.15725], [-1.72643, 0.95750, 1.50398], [-3.25118, -0.53222, 2.74284], [-2.45764, -2.74714, 3.53116], [-0.12511, -3.45263, 3.09114], [1.41129, -1.96691, 1.87249], [3.51263, -1.11487, 1.49668], [5.34699, -2.23265, 0.31149], [5.67716, -1.88495, -2.11789], [4.14899, -0.38906, -3.36731], [2.42065, 0.77905, -2.19563], [-4.58058, -2.21032, -0.62344], [-3.26866, -1.67837, -0.98164], [-2.00356, -2.39695, -0.83844], [-1.06032, -1.32352, -1.29690], [0.18891, -1.35899, -1.42163], [-1.70534, -0.20239, -1.59419], [-3.02485, -0.44193, -1.40900], [-3.94236, 0.47267, -1.63145], [-4.48822, -3.28189, -0.46610], [-5.29447, -2.05261, -1.43320], [-4.95746, -1.75516, 0.29303], [-1.94994, -3.27964, -1.47604], [-1.79651, -2.67891, 0.19677], [-3.65668, 1.36013, -2.03050], [-4.92487, 0.28009, -1.54440]],
  "charge": 1,
  "multiplicity": 1,
  "lumo_energy_ev": -3.0490,
  "e_above_lowest_kj_mol": 45.2
}

{
  "formula": "C25H22N4O2S",
  "method": "the ωB97M-V functional and the def2-TZVPD basis",
  "species": ["O", "C", "N", "C", "C", "C", "C", "C", "C", "S", "C", "C", "C", "C", "C", "C", "C", "C", "H", "H", "H", "H", "H", "H", "H", "H", "C", "O", "N", "C", "C", "N", "C", "N", "C", "C", "C", "C", "H", "H", "H", "H", "C", "C", "H", "H", "H", "H", "H", "H", "H", "H", "H", "H"],
  "xyz": [[2.61604, 2.55046, -1.71505], [2.28855, 1.40897, -1.44871], [1.00079, 1.01888, -1.67836], [0.35541, -0.15037, -1.32273], [-1.02672, -0.22724, -1.44734], [-1.71612, -1.36375, -1.05702], [-1.01157, -2.47236, -0.59369], [0.36367, -2.41614, -0.49625], [1.05032, -1.25591, -0.83737], [2.80188, -1.25600, -0.67660], [3.25011, 0.43701, -0.88611], [4.47117, 0.91817, -0.56371], [5.63071, 0.26733, -0.00178], [5.86480, -1.10873, -0.06206], [7.00007, -1.65525, 0.50558], [7.92530, -0.84734, 1.14515], [7.71634, 0.52238, 1.19937], [6.58970, 1.07351, 0.62583], [6.43129, 2.14151, 0.66811], [8.43930, 1.16024, 1.68664], [8.80893, -1.27997, 1.59028], [7.16598, -2.72084, 0.44453], [5.17515, -1.75248, -0.58312], [4.58000, 1.98445, -0.73045], [0.92656, -3.26715, -0.14509], [-1.53640, -3.37619, -0.32560], [-3.20054, -1.31816, -1.19782], [-3.72274, -0.97637, -2.24411], [-3.93951, -1.67356, -0.11073], [-3.43747, -1.71744, 1.24723], [-4.10136, -0.57590, 2.05195], [-4.45204, 0.50161, 1.15216], [-3.41745, 1.29915, 0.71995], [-2.22847, 1.07155, 1.28462], [-1.20730, 1.84849, 0.96925], [-1.28468, 2.89231, 0.06759], [-2.52281, 3.14180, -0.51667], [-3.60363, 2.35227, -0.19054], [-4.57201, 2.55859, -0.61658], [-2.64195, 3.95618, -1.21726], [-0.42081, 3.49543, -0.16271], [-0.27801, 1.60455, 1.46989], [-5.53791, 0.11786, 0.27060], [-5.35341, -1.35880, -0.16075], [-5.88112, -2.04240, 0.50744], [-5.70511, -1.50405, -1.18200], [-5.53518, 0.75062, -0.61440], [-6.49193, 0.24529, 0.79412], [-5.01989, -0.91284, 2.53803], [-3.41016, -0.19618, 2.80214], [-2.35864, -1.57300, 1.24167], [-3.67224, -2.69097, 1.69164], [-1.57568, 0.61547, -1.84050], [0.41079, 1.75532, -2.04866]],
  "charge": 0,
  "multiplicity": 1,
  "lumo_energy_ev": 0.0007,
  "e_above_lowest_kj_mol": 0.0
}

| no. | E_HOMO (eV) | HOMO-LUMO gap (eV) | energy (eV) |
| --- | --- | --- | --- |
| 1 | -8.218 | 8.92 | -37451.62851 |
| 2 | -9.972 | 6.92 | -105423.71939 |
| 3 | -7.825 | 7.83 | -47173.85151 |